Entry 1:
{"formula": "C26H29N5O5", "method": "the ωB97M-V functional and the def2-TZVPD basis", "symbols": ["O", "O", "O", "O", "O", "N", "N", "N", "N", "N", "C", "C", "C", "C", "C", "C", "C", "C", "C", "C", "C", "C", "C", "C", "C", "C", "C", "C", "C", "C", "C", "C", "C", "C", "C", "C", "H", "H", "H", "H", "H", "H", "H", "H", "H", "H", "H", "H", "H", "H", "H", "H", "H", "H", "H", "H", "H", "H", "H", "H", "H", "H", "H", "H", "H"], "positions_angstrom": [[1.84934, -0.47258, -1.75961], [-1.40813, -2.15632, -1.47036], [0.17613, 0.44408, -0.60413], [1.48946, 2.79378, 1.35130], [-1.52044, -0.17827, 2.37982], [-0.40302, -1.98408, 0.55136], [-2.83204, -0.22079, 0.52908], [-0.14706, 3.35627, -0.08875], [-1.88342, 1.76827, 1.28657], [5.28580, -2.39098, -0.41871], [6.36130, -0.16094, -0.76712], [-2.03710, 0.40822, 1.43972], [6.14834, 1.18854, -0.58687], [4.14885, -0.56024, 0.21211], [-4.14843, 3.26425, -1.23692], [3.35616, -1.71532, 0.49777], [-3.25885, -4.61101, -0.17942], [-1.48025, -1.99640, -0.26927], [-3.71563, 2.49520, -0.16997], [-1.48023, 3.34232, -0.47816], [-5.65914, -4.05871, -0.63065], [-2.37914, 2.51528, 0.21054], [0.91795, -0.48256, -0.81599], [-4.39444, -3.63463, 0.11364], [0.90673, -1.78768, -0.03180], [-3.25440, 4.06493, -1.92760], [-0.80267, 2.39669, 2.01595], [-4.01902, -2.20403, -0.28613], [-1.92482, 4.10812, -1.54687], [5.35424, -1.02875, -0.36420], [1.97912, -1.73706, 1.07174], [4.08589, -2.79651, 0.09552], [3.96327, 0.81155, 0.38808], [4.96469, 1.66528, -0.01635], [0.31220, 2.83765, 1.07830], [-2.79638, -1.67928, 0.45783], [1.87753, 0.38313, -2.21614], [-2.95118, 0.23584, -0.36488], [3.06144, 1.20452, 0.83199], [7.27657, -0.53350, -1.20409], [-4.41237, 1.88312, 0.38166], [-3.57321, -5.63072, 0.03272], [0.53620, 3.73158, -0.73319], [-5.48105, -4.06028, -1.70355], [4.83634, 2.72939, 0.11499], [-0.54303, -1.59732, 1.48180], [-5.18775, 3.23929, -1.52523], [6.90995, 1.89290, -0.88833], [6.00070, -2.99831, -0.78048], [-5.96011, -5.05992, -0.33164], [-4.86295, -1.54257, -0.07910], [1.11824, -2.60285, -0.73202], [-2.38515, -4.38898, 0.42832], [3.83462, -3.83908, 0.14478], [-6.47982, -3.37699, -0.41851], [1.81184, -0.84813, 1.68350], [-2.76667, -2.04847, 1.48696], [-3.80639, -2.17138, -1.35750], [-2.96818, -4.54665, -1.22499], [-1.22175, 4.72974, -2.08168], [-1.17553, 3.28010, 2.55083], [-4.60288, -3.65023, 1.19004], [-3.59170, 4.65990, -2.76199], [-0.41452, 1.67903, 2.74098], [1.84759, -2.62230, 1.69735]], "mulliken_charge": [-0.50, -0.68, -0.51, -0.69, -0.79, -0.08, 0.23, 0.02, 0.17, 0.00, -0.89, 0.39, -0.47, 1.05, -0.70, 0.56, -1.33, 0.10, -0.27, 0.27, -1.64, 0.36, 0.26, 0.79, 0.02, -0.65, -0.87, -1.34, -0.71, -0.84, -0.99, -0.83, -0.13, -0.97, 0.49, -0.05, 0.45, 0.40, 0.48, 0.38, 0.50, 0.50, 0.28, 0.36, 0.47, 0.52, 0.41, 0.38, 0.18, 0.42, 0.33, 0.29, 0.24, 0.46, 0.40, 0.34, 0.46, 0.42, 0.29, 0.41, 0.23, 0.28, 0.40, 0.35, 0.63], "e_lumo_ev": 0.6, "e_above_lowest_kcal_mol": 4.95, "smiles": "CC(C)C[C@H](NC(=O)N1CC(=O)Nc2ccccc21)C(=O)N[C@H](Cc1c[nH]c2ccccc12)C(=O)O", "orbital_gap_ev": 8.4, "homo_energy_ev": -7.79, "total_charge": 0, "e_tot_ha": -1658.297376}

Entry 2:
{"formula": "C5H6GaO3", "method": "the ωB97M-V functional and the def2-TZVPD basis", "symbols": ["Ga", "O", "O", "O", "C", "C", "C", "C", "C", "H", "H", "H", "H", "H", "H"], "positions_angstrom": [[-0.09707, -1.79572, 2.70777], [0.54309, -0.77068, 1.68501], [-1.76706, -2.11022, 2.44648], [-3.79504, -1.88577, 1.50112], [2.00838, 1.21460, -2.06520], [0.22227, -0.06270, 0.72222], [0.63970, 0.90810, -1.56141], [-2.61669, -1.70246, 1.60123], [0.57786, 0.94305, -0.03878], [0.31212, -0.08442, -1.90585], [-0.08509, 1.64119, -1.94340], [0.90257, 1.84488, 0.48952], [2.77391, 0.43674, -2.07165], [2.28155, 2.22870, -2.36115], [-1.90051, -0.80529, 0.79408]], "lowdin_spin": [0.61, 0.18, 0.16, 0.02, 0.00, 0.02, 0.00, 0.01, -0.01, 0.00, 0.00, 0.00, 0.00, 0.00, 0.00], "e_lumo_ev": [-12.6, -12.6], "e_above_lowest_kcal_mol": 114.91, "orbital_gap_ev": [4.5, 4.8], "spin_multiplicity": 2, "homo_energy_ev": [-17.08, -17.34], "total_charge": 2, "e_tot_ha": -2343.624059}

Entry 3:
{"formula": "C4H6O2", "method": "the ωB97M-V functional and the def2-TZVPD basis", "symbols": ["O", "O", "C", "C", "C", "C", "H", "H", "H", "H", "H", "H"], "positions_angstrom": [[0.52161, -1.95078, -0.94496], [0.09933, 0.30913, 1.38954], [0.73761, 0.33929, 0.09828], [-0.56957, -0.92990, 1.11922], [-0.04738, 1.14927, -0.93352], [0.32322, -1.11130, -0.11721], [-0.91430, 0.57317, -1.28245], [1.79391, 0.62298, 0.17392], [-0.41499, 2.07820, -0.49326], [0.57831, 1.35638, -1.80487], [-0.47873, -1.67297, 1.91619], [-1.62902, -0.76347, 0.87912]], "mulliken_charge": [-0.54, -0.43, 0.38, -0.26, -1.19, 0.24, 0.30, 0.37, 0.32, 0.32, 0.28, 0.22], "e_lumo_ev": 1.0, "e_above_lowest_kcal_mol": 39.92, "smiles": "C[C@H]1OCC1=O", "orbital_gap_ev": 10.9, "homo_energy_ev": -9.93, "total_charge": 0, "e_tot_ha": -306.442685}

Entry 4:
{"formula": "C33H51ClF19N3NbO3", "method": "the ωB97M-V functional and the def2-TZVPD basis", "symbols": ["Nb", "Cl", "F", "F", "F", "F", "F", "F", "F", "F", "F", "F", "F", "F", "F", "F", "F", "F", "F", "F", "F", "O", "O", "O", "N", "N", "N", "C", "C", "C", "C", "C", "C", "C", "C", "C", "C", "C", "C", "C", "C", "C", "C", "C", "C", "C", "C", "C", "C", "C", "C", "C", "C", "C", "C", "C", "C", "C", "C", "C", "H", "H", "H", "H", "H", "H", "H", "H", "H", "H", "H", "H", "H", "H", "H", "H", "H", "H", "H", "H", "H", "H", "H", "H", "H", "H", "H", "H", "H", "H", "H", "H", "H", "H", "H", "H", "H", "H", "H", "H", "H", "H", "H", "H", "H", "H", "H", "H", "H", "H", "H"], "positions_angstrom": [[0.51308, 1.64437, -1.57982], [-1.37981, 0.53459, -2.69624], [1.82535, -5.29687, -1.55570], [9.01372, 0.85451, 0.71839], [-0.14540, -8.52334, 1.25728], [8.50382, 3.40122, 3.08077], [9.56738, 2.51103, -3.15396], [-1.16681, -7.01446, -0.89820], [10.94983, 2.28336, -0.84264], [-0.26259, 3.60588, -3.84241], [-0.46678, -5.90908, 3.57931], [7.52969, 0.96036, 2.30961], [7.68727, 3.37931, 1.08066], [11.17128, 4.20917, -1.83652], [1.64034, -7.17435, -0.47133], [1.89900, 3.65534, -3.66640], [-1.49438, -8.37494, 2.96373], [-1.44261, -5.98430, 1.64956], [8.18586, 2.38954, -1.48297], [0.91448, 2.03785, -4.72906], [0.08003, -6.99714, -2.67775], [0.80664, -5.90713, 1.79348], [9.91681, 3.45652, 1.40306], [2.36926, -2.25759, -0.09171], [3.50683, -0.22398, -0.31698], [-8.47515, 0.44383, -1.68250], [2.11865, 2.63087, -0.74109], [-10.33541, 0.28443, -2.79395], [1.80264, -0.13093, -2.20607], [-4.51086, 0.57186, 3.05735], [0.84878, -5.19193, 0.55134], [-9.43810, 0.30993, -0.74494], [2.21946, -0.71052, 1.71545], [-5.72988, -0.08361, 2.34461], [-2.28429, 3.13591, -0.87627], [3.27045, -0.16152, -1.75863], [-8.97538, 0.43342, -2.93228], [9.11844, 3.16522, -2.05658], [-7.04331, 0.53919, -1.34914], [4.94441, -0.35032, -0.00465], [-0.77207, 3.24461, -0.62726], [-5.27976, -0.75770, 1.05327], [-4.70321, 2.09532, 3.15359], [10.30330, 3.43490, -1.12209], [-0.31948, -7.93261, 2.45211], [-10.62028, 0.20500, -1.43898], [1.00095, -6.01079, -0.74710], [2.68084, -1.16007, 0.35253], [-0.35922, -6.40670, 2.32264], [-3.04453, 4.01102, 0.16429], [5.35496, -1.48110, 0.93262], [-3.16198, 3.20711, 1.47477], [10.03532, 4.19960, 0.19201], [-6.47366, -1.37753, 0.26060], [-6.44825, -0.87294, -1.18363], [8.70933, 2.93469, 1.82825], [-0.25823, -6.28456, -1.57355], [0.82699, 2.80030, -3.60156], [-4.59382, 2.76956, 1.77498], [8.74086, 1.40593, 1.91490], [-4.90369, 2.03024, 1.03572], [-6.94610, 1.12330, -0.43654], [-3.94190, 2.50402, 3.81759], [1.82042, -0.09073, -3.30080], [-6.19769, -0.83705, 2.97764], [-6.45785, 0.70811, 2.16351], [-6.54401, 1.08088, -2.14644], [-2.78960, 3.75805, 2.34047], [-0.41139, 4.21888, -0.97357], [1.76502, -4.60834, 0.62480], [5.06908, -1.31007, 1.96482], [1.62894, 0.19479, 1.62834], [5.53573, -0.43975, -0.91429], [-9.27164, 0.29245, 0.31047], [-3.60792, 0.36364, 2.48880], [0.05179, -4.45382, 0.47975], [-2.51727, 4.94415, 0.34112], [-4.45455, 0.17073, 4.06661], [10.93524, 4.79297, 0.34885], [-5.69656, 2.26435, 3.56768], [5.05273, -2.46241, 0.58133], [5.25399, 0.59651, 0.44776], [-7.06650, -1.54581, -1.77880], [1.82249, 3.50753, -0.32710], [1.28932, -1.05795, -1.96301], [3.74264, 0.74914, -2.13659], [-7.38996, -1.08162, 0.76296], [0.49563, -8.23476, 3.11252], [-6.41341, -2.46168, 0.23077], [0.18567, 0.67457, -0.06126], [-11.05602, 0.23938, -3.59059], [9.49938, 1.07468, 2.62736], [-4.04894, 4.20189, -0.22311], [-2.66793, 2.13051, -0.73981], [-11.57984, 0.08656, -0.96640], [-5.45380, -0.90250, -1.62608], [6.44638, -1.50054, 0.93115], [-0.71988, -5.34865, -1.89780], [-4.78702, -0.04751, 0.39608], [1.69049, -1.49994, 2.23696], [-0.60573, 3.19028, 0.45424], [-4.60619, -1.57675, 1.29140], [-2.49210, 3.55646, -1.85881], [3.76722, -0.99299, -2.28468], [8.65612, 4.10183, -2.38052], [-5.24476, 3.64181, 1.73654], [9.22735, 4.92241, 0.08292], [-2.55126, 2.30630, 1.39787], [-8.38232, 0.50894, -3.81977], [3.11420, -0.42476, 2.27139], [2.88512, 2.77249, -1.39072]], "mulliken_charge": [-0.41, -0.45, -0.29, -0.22, -0.22, -0.31, -0.27, -0.23, -0.27, -0.27, -0.31, -0.23, -0.26, -0.33, -0.30, -0.33, -0.27, -0.29, -0.18, -0.27, -0.27, -0.41, -0.39, -0.60, 0.81, 0.29, -0.65, -0.60, -1.35, -0.85, -0.56, -0.28, -1.16, -0.55, -0.46, -0.72, -0.35, 0.09, -0.81, -0.45, -1.05, -0.05, -1.06, 0.88, 0.19, -0.63, 0.98, 0.29, 0.78, -0.92, -1.28, -0.62, -0.72, -0.77, -0.90, 0.77, 0.04, 0.67, 0.04, 0.22, -0.43, 0.45, 0.45, 0.53, 0.51, 0.18, 0.30, 0.34, 0.36, 0.21, 0.32, 0.16, 0.38, 0.35, 0.39, 0.43, 0.39, 0.39, 0.40, 0.43, 0.34, 0.29, 0.44, 0.25, 0.50, 0.45, 0.30, 0.22, 0.38, 0.01, 0.42, 0.23, 0.42, 0.28, 0.41, 0.48, 0.39, 0.31, -0.10, 0.31, 0.68, 0.37, 0.47, 0.54, 0.27, 0.43, 0.34, 0.35, 0.36, 0.31, 0.18], "e_lumo_ev": 1.8, "orbital_gap_ev": 6.8, "homo_energy_ev": -4.94, "total_charge": -1, "e_tot_ha": -4092.622859}

Entry 5:
{"formula": "C7H14NO3P", "method": "the ωB97M-V functional and the def2-TZVPD basis", "symbols": ["P", "O", "O", "O", "N", "C", "C", "C", "C", "C", "C", "C", "H", "H", "H", "H", "H", "H", "H", "H", "H", "H", "H", "H", "H", "H"], "positions_angstrom": [[-2.21678, 1.09226, 1.00900], [-1.10645, 2.17749, -0.67279], [-3.55414, -1.66974, 0.16228], [-3.03969, 0.57508, -0.28003], [-2.76189, -0.87120, -0.38016], [1.35969, -0.30226, -0.32336], [0.07690, 1.92098, -0.69252], [2.81683, 0.14254, -0.78480], [0.66779, 0.89225, 0.34094], [-0.65484, 0.40978, 1.17026], [-1.70887, -1.24217, -1.09508], [1.58099, -1.46221, 0.60850], [-2.88154, 2.31194, 0.91813], [-0.40437, 0.27663, 2.30150], [-1.19965, -2.20156, -1.02641], [2.71533, 0.91464, -1.51552], [3.32607, -0.90121, -1.08072], [0.68581, -1.93305, 1.13215], [0.69834, -0.69842, -1.10118], [3.57266, 0.53060, 0.00907], [2.32084, -1.27571, 1.40030], [1.25457, 1.48914, 0.97372], [0.76759, 2.30339, -1.48343], [1.81062, -2.37278, 0.02507], [-2.97047, 0.42038, 2.03678], [-1.15534, -0.52682, -1.65169]], "mulliken_charge": [0.25, -0.45, -0.62, -0.32, 0.63, 1.13, 0.01, -1.31, -0.16, -0.71, -0.71, -1.76, 0.01, 0.26, 0.28, 0.37, 0.34, 0.38, -0.20, 0.30, 0.34, 0.60, 0.29, 0.47, 0.09, 0.49], "e_lumo_ev": 0.5, "e_above_lowest_kcal_mol": 226.35, "orbital_gap_ev": 8.3, "homo_energy_ev": -7.80, "total_charge": 0, "e_tot_ha": -896.683866}

Entry 6:
{"formula": "C6H12Br", "method": "the ωB97M-V functional and the def2-TZVPD basis", "symbols": ["Br", "C", "C", "C", "C", "C", "C", "H", "H", "H", "H", "H", "H", "H", "H", "H", "H", "H", "H"], "positions_angstrom": [[-3.02180, -3.23495, -0.15312], [0.93968, 0.08267, 1.28028], [1.47181, -0.54053, -0.02529], [-0.59847, 0.28015, -1.26636], [0.94006, 0.20287, -1.26652], [-1.14254, 0.88990, 0.04183], [-0.59885, 0.15966, 1.28694], [-0.87200, 1.95260, 0.09202], [-0.94958, 0.86365, -2.13170], [-1.01786, -0.85303, 1.33086], [1.35928, 1.21643, -1.29141], [1.17107, -1.59411, -0.07506], [2.57207, -0.55171, -0.02565], [1.35887, 1.08938, 1.40063], [1.29966, -0.28222, -2.18582], [1.29901, -0.48684, 2.14991], [-2.24272, 0.87092, 0.04077], [-1.01745, -0.72389, -1.40558], [-0.95023, 0.65907, 2.20328]], "lowdin_spin": [1.00, 0.00, 0.00, 0.00, 0.00, 0.00, 0.00, 0.00, 0.00, 0.00, 0.00, 0.00, 0.00, 0.00, 0.00, 0.00, 0.00, 0.00, 0.00], "e_lumo_ev": [1.1, -3.8], "e_above_lowest_kcal_mol": 0.00, "orbital_gap_ev": [11.7, 6.8], "spin_multiplicity": 2, "homo_energy_ev": [-10.56, -10.56], "total_charge": 0, "e_tot_ha": -2809.791303}